A 2-piece molecular cluster, HI3OP overall, computed with ωB97M-V with the def2-TZVPD basis set.

The geometry in XYZ format:
```
6
Properties=species:S:1:pos:R:3
O -0.33823 1.43922 1.14173
P 0.67076 2.59369 1.04746
I 0.18942 3.43806 -1.14276
I 3.29259 0.02398 -0.26417
I 4.49966 0.16280 -2.61522
H -0.53807 0.65641 1.67480
```

Output
spin multiplicity = 1
total charge = +1

---

A 3-piece molecular cluster, C2H11N2O2 overall, computed with ωB97M-V with the def2-TZVPD basis set.

The geometry in XYZ format:
```
17
Properties=species:S:1:pos:R:3
C -0.59063 -0.47449 2.69935
N -0.62732 0.02533 1.34070
C -1.64583 0.30488 0.58590
N -1.53252 0.98115 -0.54803
H -0.78597 0.23625 3.50785
H -1.33558 -1.22916 2.96769
H 0.36987 -0.93743 2.88185
H 0.25929 0.46148 1.14363
H -2.63676 0.06509 0.95682
H -0.72656 0.93083 -1.18457
H -2.45787 1.18052 -0.90712
H 2.53838 -1.16090 -3.14122
H 2.02442 -2.21735 -2.14520
O 2.46739 -1.35926 -2.20528
H 1.75892 1.43627 -0.74567
H 1.61656 0.13480 -1.60333
O 1.11406 0.80165 -1.07640
```

Output
spin multiplicity = 1
total charge = +1

---

E_tot per entry: -1310.00409, -342.56889 hartree
Energy above the lowest of the compared OMol25 structures with the same formula, charge and spin per entry: 38.64, 12.27 kcal per mole
HOMO level per entry: -12.54, -14.77 eV